The following is a DFT calculation (ωB97M-V with the def2-TZVPD basis set) of a molecular structure, C21H43N2OP3Yb in a non-equilibrium geometry.

Summary:
strongest force on any atom	0.1081	Eh/bohr
HOMO level (alpha / beta)	-0.4902 / -0.5479	hartree
net charge	+3
frontier orbital gap (alpha / beta)	3.79 / 5.35	eV
ΔE to the lowest compared entry with this formula, charge and spin	104.95	kcal per mole
spin multiplicity	2

Each line ends with the Löwdin charge.
CARTESIAN COORDINATES (ANGSTROEM)
1 Yb 2.78684 -1.13444 -0.42164  1.48
2 P -0.22084 0.26270 2.81971  0.72
3 P -1.99851 -0.80642 1.76170  0.72
4 P -2.05141 2.92702 -1.00515  0.90
5 H 4.08124 -2.54688 -2.48170  0.10
6 C 3.96866 -1.47994 -2.24529  -0.17
7 C 4.81266 -0.82926 -1.38218  -0.13
8 H 5.49630 -1.39331 -0.72654  0.10
9 C 1.09067 -0.67969 3.63609  -0.25
10 C -1.07236 1.08339 4.21444  -0.22
11 C 0.56307 1.66131 1.99824  -0.23
12 C -2.35464 -1.17711 0.02431  -0.24
13 C -1.99243 -2.45599 2.54174  -0.21
14 C -3.52524 0.00656 2.36152  -0.22
15 C -0.77622 4.05109 -1.56372  -0.18
16 C -2.81798 3.44409 0.53124  -0.20
17 C -3.18188 2.41520 -2.29307  -0.20
18 H 3.29256 -0.92536 -2.91781  0.09
19 H 5.05918 0.23917 -1.46247  0.11
20 H 1.92620 -0.88794 2.94906  0.02
21 H 0.72452 -1.63234 4.04280  0.05
22 H 1.46345 -0.05889 4.46740  0.06
23 H -1.67669 0.37833 4.79839  0.06
24 H -1.70662 1.89749 3.84281  0.06
25 H -0.28132 1.49912 4.84988  0.07
26 H 0.78834 1.43883 0.94148  0.00
27 H 1.48540 1.92833 2.53872  0.08
28 H -0.11618 2.52487 2.01545  0.05
29 H -3.42263 -1.44143 -0.05193  0.07
30 H -1.75831 -2.03308 -0.32127  0.04
31 H -2.15201 -0.31974 -0.62839  0.02
32 H -3.01958 -2.85265 2.50080  0.08
33 H -1.65403 -2.42097 3.58794  0.06
34 H -1.32766 -3.11864 1.96719  0.03
35 H -4.37213 -0.58022 1.96972  0.07
36 H -3.59759 1.03732 1.97525  0.03
37 H -3.57454 0.02285 3.46111  0.06
38 H -1.15227 5.08433 -1.60330  0.08
39 H -0.40141 3.78006 -2.55878  0.07
40 H 0.08257 4.00997 -0.87839  0.07
41 H -2.73983 4.53189 0.65778  0.07
42 H -2.30342 2.96692 1.38081  0.02
43 H -3.88221 3.17543 0.58112  0.07
44 H -3.62509 3.27297 -2.81793  0.08
45 H -3.99895 1.80450 -1.88342  0.07
46 H -2.62662 1.79596 -3.01290  0.06
47 C 0.96808 1.08628 -1.96922  -0.53
48 C 0.47603 0.56884 -3.20865  -0.07
49 C 0.86076 1.21397 -4.38246  -0.08
50 C 1.82541 2.23735 -4.31990  -0.09
51 C 2.55589 2.45705 -3.15023  -0.09
52 C 2.23808 1.75566 -1.99452  -0.11
53 O 0.18456 1.07839 -0.91949  -0.27
54 H -1.29605 1.74315 -0.77938  0.01
55 H -0.25878 -0.25034 -3.18390  0.11
56 H 0.41385 0.92070 -5.34256  0.12
57 H 2.06221 2.81630 -5.21177  0.11
58 H 3.42058 3.13575 -3.13407  0.13
59 H 2.81216 1.81429 -1.05992  0.09
60 C 1.23122 -3.61016 -1.79848  0.00
61 C 1.33948 -3.83839 -0.34047  -0.40
62 N 2.09090 -3.11644 0.51092  -0.09
63 C 1.97206 -3.73223 1.76362  -0.11
64 C 1.10642 -4.78223 1.65683  -0.04
65 N 0.73775 -4.85096 0.31599  0.14
66 H 0.48703 -4.29982 -2.22181  0.11
67 H 0.90304 -2.58059 -2.03957  0.08
68 H 2.20092 -3.80983 -2.28209  0.09
69 H 2.53232 -3.38061 2.61687  0.11
70 H 0.73599 -5.45835 2.42287  0.14
71 H 0.15904 -5.58320 -0.10948  0.19